{"formula": "C3H6N2S", "method": "wB97M-V/def2-TZVPD", "homo_ev": -8.01, "max_force_ev_per_a": 8.97, "lumo_energy_ha": 0.030, "smiles": "[H]/N=C1\\CCSN1", "homo_lumo_gap_ev": 8.82, "symbols": ["N", "H", "C", "H", "S", "H", "C", "H", "C", "H", "N", "H"], "positions_angstrom": [[2.1419, -0.7580, -0.0269], [-0.2123, 1.1721, -1.4668], [0.0348, 0.8287, -0.3484], [0.7027, 1.5541, 0.1507], [-1.6637, -0.9848, -0.3175], [2.7936, 0.0611, -0.2051], [-1.3008, 0.7075, 0.3631], [-1.9082, 1.2396, -0.1875], [0.9021, -0.5020, -0.2769], [0.0657, -2.4834, 0.5969], [-0.1709, -1.3558, 0.1193], [-1.3848, 0.5210, 1.5990]]}

***

{"formula": "C3H6N2S", "method": "wB97M-V/def2-TZVPD", "homo_ev": -8.71, "max_force_ev_per_a": 6.99, "lumo_energy_ha": -0.001, "homo_lumo_gap_ev": 8.68, "symbols": ["H", "C", "H", "S", "H", "C", "N", "H", "H", "H", "N", "C"], "positions_angstrom": [[-0.0740, 0.5288, 1.5174], [1.1800, -0.2284, -0.0359], [-0.7066, 2.6865, 0.6566], [2.7249, 0.2405, -0.0225], [0.1254, 1.8801, -1.2333], [-0.1529, 0.3191, 0.3691], [-0.7189, 1.5693, -0.2209], [0.8055, -2.3741, -0.4791], [-1.2678, -1.0577, -1.1623], [-1.6135, -1.1063, 0.6522], [0.5529, -1.4434, 0.0963], [-0.8547, -1.0145, -0.1377]]}

***

{"formula": "C3H6N2S", "method": "wB97M-V/def2-TZVPD", "homo_ev": -7.64, "max_force_ev_per_a": 0.75, "lumo_energy_ha": 0.037, "smiles": "NN1C=CCS1", "homo_lumo_gap_ev": 8.64, "symbols": ["N", "H", "N", "H", "H", "S", "H", "C", "C", "C", "H", "H"], "positions_angstrom": [[1.7533, 1.3218, 0.2611], [2.1632, 1.9719, -0.3994], [0.8852, 0.4441, -0.3860], [-0.8773, -2.4183, -0.5642], [-0.7831, 1.7053, -0.5594], [1.1583, -1.2699, -0.0024], [-2.3703, -0.2839, -0.1993], [-1.2980, -0.3353, -0.1517], [-0.4801, 0.6882, -0.3653], [-0.6277, -1.6363, 0.1551], [-0.8579, -1.9962, 1.1622], [1.3345, 1.8087, 1.0492]]}

***

{"formula": "C3H6N2S", "method": "wB97M-V/def2-TZVPD", "homo_ev": -7.93, "max_force_ev_per_a": 9.44, "lumo_energy_ha": 0.004, "homo_lumo_gap_ev": 8.03, "symbols": ["C", "H", "H", "H", "N", "H", "C", "N", "H", "H", "S", "C"], "positions_angstrom": [[0.5281, -1.4525, 0.1639], [-0.3687, -0.9172, -1.7392], [0.9234, -3.0638, 1.0373], [-1.6868, 2.2602, -1.0568], [1.1171, -2.6201, -0.1251], [0.6178, -1.0412, 1.2202], [-0.1152, -0.6227, -0.7328], [-1.0946, 1.3292, -1.1935], [0.6042, -3.2704, -0.7807], [-2.1766, 0.5947, -1.6030], [0.1428, 1.4466, 1.0672], [-0.4720, 0.6297, -0.2515]]}

***

{"formula": "C3H6N2S", "method": "wB97M-V/def2-TZVPD", "homo_ev": [-8.47, -8.26], "max_force_ev_per_a": 5.05, "lumo_energy_ha": [-0.024, -0.016], "homo_lumo_gap_ev": [7.83, 7.84], "symbols": ["H", "C", "H", "H", "H", "H", "C", "S", "N", "N", "H", "C"], "positions_angstrom": [[-2.2018, 0.1832, 0.5132], [-1.5874, -0.3558, -0.1674], [1.8576, -0.8099, 1.5285], [-1.6482, -1.3576, -0.4113], [0.9616, -1.2026, -1.0742], [1.9208, 0.3114, -0.2392], [0.8448, -0.7689, 1.0458], [-0.4733, 0.5695, -1.0591], [-0.1393, -0.9190, 1.7225], [-0.5893, 1.9725, -0.4785], [-0.0755, 2.7193, -1.0217], [1.1298, -0.3422, -0.3585]]}

***

{"formula": "C3H6N2S", "method": "wB97M-V/def2-TZVPD", "homo_ev": -9.51, "max_force_ev_per_a": 1.75, "lumo_energy_ha": 0.027, "smiles": "C=N/N=C/CS", "homo_lumo_gap_ev": 10.25, "symbols": ["C", "H", "N", "S", "H", "C", "H", "H", "C", "H", "H", "N"], "positions_angstrom": [[-1.6721, 0.7836, 0.1486], [-0.1825, 0.2120, -1.4704], [0.6813, 0.3327, 0.3627], [-2.9645, -0.5040, -0.2307], [-2.0120, 1.7504, -0.3560], [2.7167, -0.6513, -0.0133], [2.3310, -1.3887, 0.6826], [-2.6575, -1.1497, 0.8786], [-0.3333, 0.4476, -0.3884], [-1.5565, 0.8080, 1.2106], [3.7303, -0.8419, -0.3587], [1.9191, 0.2013, -0.4657]]}